No. 1
# C38H38F3N2O3SSiY

A molecular structure, C38H38F3N2O3SSiY (wB97M-V/def2-TZVPD, the OMol25 dataset).

Positions of all 87 atoms, in Å:
Y -0.13 -0.03 0.24
C 1.98 -2.36 0.85
C 2.18 -1.38 1.81
C 1.20 -1.12 2.75
C -0.01 -1.83 2.72
C -0.21 -2.80 1.75
C 0.80 -3.08 0.82
H 2.75 -2.55 0.10
H 3.10 -0.80 1.82
H 1.35 -0.35 3.50
H -0.79 -1.59 3.42
H -1.15 -3.33 1.70
H 0.63 -3.84 0.07
C 1.76 0.09 -1.26
Si 1.74 1.65 -2.21
C -0.09 1.89 -2.67
N -1.06 1.62 -1.57
C -1.13 2.78 -0.64
C -1.82 4.03 -1.18
C -3.18 3.70 -1.82
C -3.53 2.22 -1.62
C -2.41 1.37 -2.20
C 2.69 1.66 -3.84
C 2.29 0.83 -4.90
C 3.01 0.77 -6.08
C 4.16 1.53 -6.24
C 4.58 2.35 -5.21
C 3.85 2.42 -4.02
C 2.35 3.14 -1.24
C 3.05 3.04 -0.04
C 3.50 4.17 0.62
C 3.25 5.43 0.11
C 2.55 5.56 -1.09
C 2.11 4.43 -1.75
H 2.75 -0.03 -0.79
H 1.66 -0.73 -1.98
H -0.29 1.15 -3.45
H -0.30 2.86 -3.14
H -0.12 3.02 -0.32
H -1.69 2.45 0.24
H -1.17 4.56 -1.88
H -1.95 4.71 -0.33
H -3.14 3.88 -2.90
H -3.97 4.34 -1.44
H -4.45 1.97 -2.13
H -3.68 1.98 -0.56
H -2.34 1.61 -3.26
H -2.65 0.32 -2.11
H 1.41 0.22 -4.80
H 2.68 0.12 -6.88
H 4.73 1.48 -7.16
H 5.48 2.95 -5.32
H 4.20 3.07 -3.23
H 3.23 2.07 0.39
H 4.04 4.06 1.56
H 3.60 6.32 0.63
H 2.35 6.54 -1.50
H 1.58 4.54 -2.69
F -5.34 -2.66 -3.00
C -4.69 -2.26 -1.88
F -5.10 -1.01 -1.64
F -5.14 -3.04 -0.89
C -3.20 -2.37 -2.07
C -2.70 -3.07 -3.14
C -1.32 -3.14 -3.34
C -0.50 -2.48 -2.46
N -0.97 -1.83 -1.39
C -2.30 -1.79 -1.15
S -2.74 -0.96 0.30
H -3.37 -3.55 -3.84
H -0.90 -3.68 -4.18
H 0.57 -2.46 -2.59
O 1.83 3.38 3.48
C 0.54 3.72 3.71
C 0.21 4.83 4.49
C -1.11 5.15 4.75
C -2.13 4.35 4.26
C -1.81 3.24 3.50
C -0.49 2.92 3.20
C -0.25 1.77 2.28
O 0.77 1.73 1.53
O -1.12 0.86 2.20
H 2.40 4.04 3.89
H 1.01 5.45 4.88
H -1.33 6.02 5.35
H -3.17 4.59 4.47
H -2.58 2.59 3.10

**Charge**: 0
**Calculated total energy**: -2831.894584 a.u.
**Orbital gap**: 8.23 eV
**Largest force on an atom**: 0.012 Eh/bohr



No. 2
# C38H38N7P2SSe2TeZn

A molecular structure, C38H38N7P2SSe2TeZn (wB97M-V/def2-TZVPD, the OMol25 dataset).

Positions of all 90 atoms, in Å:
Zn 0.61 1.15 -1.87
Se 1.37 0.70 5.41
P 0.42 -0.44 3.95
C -1.39 -0.34 4.06
C -2.14 0.34 3.11
C -3.50 0.53 3.31
C -4.12 0.04 4.45
C -3.37 -0.63 5.41
C -2.00 -0.81 5.23
C 0.90 -2.19 4.05
C 2.27 -2.44 4.11
C 2.74 -3.72 4.31
C 1.84 -4.78 4.47
C 0.48 -4.53 4.43
C 0.01 -3.24 4.23
C 0.76 0.09 2.23
C 0.70 -0.43 0.93
N 1.04 0.58 0.11
N 1.31 1.65 0.84
N 1.14 1.38 2.11
P -0.05 -1.83 0.09
Se 0.05 -1.51 -2.04
C 0.79 -3.37 0.47
C 2.11 -3.37 0.90
C 2.78 -4.57 1.05
C 2.14 -5.77 0.77
C 0.81 -5.77 0.34
C 0.14 -4.58 0.18
C -1.75 -1.95 0.66
C -2.74 -1.20 0.03
C -4.04 -1.23 0.50
C -4.36 -2.01 1.61
C -3.38 -2.76 2.24
C -2.07 -2.74 1.76
H -1.67 0.73 2.22
H -4.08 1.08 2.57
H -5.18 0.19 4.60
H -3.84 -0.99 6.32
H -1.41 -1.28 6.00
H 2.97 -1.61 4.03
H 3.81 -3.91 4.38
H 2.21 -5.78 4.63
H -0.22 -5.35 4.57
H -1.06 -3.05 4.23
H 2.60 -2.43 1.12
H 3.81 -4.58 1.39
H 2.66 -6.71 0.90
H 0.31 -6.71 0.12
H -0.89 -4.57 -0.18
H -2.49 -0.61 -0.85
H -4.81 -0.65 0.01
H -5.37 -2.02 1.99
H -3.63 -3.37 3.10
H -1.31 -3.34 2.25
N 4.81 0.68 -3.88
C 3.66 0.51 -3.21
N 3.16 -0.73 -3.15
S 2.92 1.85 -2.48
H 5.36 -0.10 -4.19
H 5.22 1.59 -3.90
H 3.68 -1.52 -3.51
H 2.37 -0.93 -2.54
C 0.43 -0.51 -6.90
N 0.68 0.81 -6.28
C 1.12 1.91 -7.14
C 0.37 1.01 -5.03
N 0.09 1.22 -3.92
H 1.34 -0.86 -7.38
H -0.36 -0.43 -7.64
H 0.13 -1.22 -6.13
H 2.03 1.62 -7.67
H 1.33 2.79 -6.54
H 0.35 2.15 -7.88
C 0.70 4.69 -0.80
Te -0.81 3.18 -0.84
C -1.63 4.42 -2.38
C -1.17 5.81 -2.01
C -1.87 6.95 -2.39
C -1.41 8.21 -2.03
C -0.25 8.34 -1.27
C 0.44 7.20 -0.88
C -0.01 5.94 -1.24
H 1.50 4.40 -1.49
H 1.11 4.74 0.20
H -2.71 4.34 -2.43
H -1.22 4.10 -3.34
H -2.78 6.85 -2.97
H -1.97 9.09 -2.32
H 0.10 9.32 -0.98
H 1.34 7.30 -0.27

**Charge**: +1
**Calculated total energy**: -9785.150887 a.u.
**Orbital gap**: 7.10 eV
**Largest force on an atom**: 0.012 Eh/bohr